C22H25ClCuIN5O3 as an isolated structure. Source: the OMol25 dataset; level of theory: the ωB97M-V functional and the def2-TZVPD basis.

Its total energy is -102077.43312 eV. As for the charge: -1. For the orbital gap (alpha / beta), the calculation gives 3.381 / 3.382 eV. The lowest unoccupied orbital energy (alpha / beta) is 0.0581 / 0.0581 Ha. The value obtained for the HOMO energy (alpha / beta) is -1.8 / -1.8 eV.

XYZ file:
```
58
Properties=species:S:1:pos:R:3:nbo_charge:R:1
Cu 0.59642 -0.81496 0.74107 0.882
N -1.29790 0.71622 0.98722 -0.843
C -2.35721 0.27954 0.11170 -0.177
C -3.22519 1.41313 -0.48341 -0.415
C -2.42815 2.66001 -0.90617 -0.426
C -1.21602 2.46232 -1.84873 -0.239
N -1.36696 1.50581 -2.95802 -0.563
C -2.42333 1.46845 -3.75444 0.697
N -3.09557 2.61064 -4.04042 -0.791
N -2.78761 0.31326 -4.30965 -0.780
C -1.77115 -0.59777 -1.02941 0.767
O -2.57648 -0.86101 -1.96778 -0.840
O -0.57565 -0.91629 -0.97434 -0.723
H -1.57605 0.93403 1.93179 0.373
H -0.72600 1.45893 0.61275 0.373
H -3.00370 -0.40314 0.67034 0.214
H -3.98529 1.73326 0.23412 0.203
H -3.74875 0.99037 -1.34459 0.221
H -2.03815 3.14952 -0.01150 0.225
H -3.13078 3.35434 -1.37468 0.197
H -0.36730 2.09002 -1.27768 0.252
H -0.92870 3.43534 -2.25801 0.193
H -1.02864 0.56933 -2.73483 0.460
H -2.56007 3.45832 -3.92444 0.404
H -3.63402 2.58841 -4.89148 0.396
H -2.59913 -0.48444 -3.66513 0.476
H -3.70688 0.29822 -4.72423 0.386
Cl 2.53622 0.41295 7.18886 -0.068
C 2.21660 0.56366 5.47061 -0.104
C 2.80383 1.59775 4.78029 -0.225
C 2.56487 1.74633 3.42286 -0.300
I 3.46845 3.32947 2.37120 0.067
C 1.73443 0.88955 2.66276 0.440
O 1.52455 1.03028 1.42505 -0.776
C 1.13762 -0.20300 3.42946 0.068
N 0.34109 -1.05662 2.73449 -0.461
C -0.20499 -2.08219 3.36413 0.004
C -0.01562 -2.32050 4.72838 -0.253
C 0.76101 -1.46337 5.46410 -0.193
C 1.38099 -0.36724 4.82283 -0.095
H 3.45450 2.28845 5.29906 0.225
H -0.82442 -2.73576 2.75951 0.191
H -0.50055 -3.16776 5.19763 0.205
H 0.90875 -1.61217 6.52483 0.218
C 2.30043 -1.95420 0.33523 -0.914
C 2.37190 -2.08746 -1.10584 0.004
C 2.15715 -3.30741 -1.78103 -0.269
C 2.19859 -3.39233 -3.16389 -0.207
C 2.45654 -2.26973 -3.94274 -0.334
C 2.67054 -1.04931 -3.29920 -0.238
C 2.63359 -0.96023 -1.92260 -0.212
H 3.06001 -1.28159 0.74149 0.199
H 2.29807 -2.90859 0.86858 0.179
H 1.95029 -4.19744 -1.19527 0.187
H 2.03684 -4.35058 -3.64896 0.184
H 2.49346 -2.33927 -5.02444 0.183
H 2.86379 -0.15843 -3.89054 0.181
H 2.77975 -0.00512 -1.42686 0.195
```